{
  "formula": "C41H37Cl5P2V",
  "method": "ωB97M-V/def2-TZVPD",
  "elements": ["V", "C", "C", "C", "C", "C", "C", "C", "C", "C", "H", "H", "H", "H", "H", "H", "H", "H", "H", "H", "H", "H", "H", "H", "H", "P", "P", "C", "C", "C", "C", "C", "C", "C", "C", "C", "C", "C", "C", "C", "C", "C", "C", "C", "C", "C", "C", "C", "C", "C", "C", "C", "C", "H", "H", "H", "H", "H", "H", "H", "H", "H", "H", "H", "H", "H", "H", "H", "H", "H", "H", "H", "H", "H", "H", "Cl", "C", "C", "C", "Cl", "C", "Cl", "C", "Cl", "C", "Cl"],
  "xyz": [[0.19739, -0.04888, 3.44773], [-2.17900, -0.26659, 4.95212], [-2.21917, -0.26369, 3.57183], [-2.77157, 0.86869, 2.74431], [-1.67423, 1.64446, 1.95722], [-0.46668, 1.91572, 2.80898], [-0.43646, 2.07809, 4.19517], [-1.60569, 2.24054, 5.11785], [-2.11600, 0.93962, 5.81185], [2.27793, 0.03761, 3.47191], [-2.42619, -1.21629, 5.43879], [-2.16420, -1.27223, 3.10572], [-3.30714, 1.57917, 3.39990], [-3.50704, 0.47122, 2.02062], [-1.36414, 1.09860, 1.04245], [-2.12011, 2.59452, 1.60087], [0.49248, 2.02815, 2.27265], [0.48795, 2.51820, 4.59771], [-2.45008, 2.77152, 4.64209], [-1.29772, 2.91067, 5.94059], [-1.49840, 0.71541, 6.70126], [-3.13545, 1.13634, 6.18246], [2.80438, -0.65517, 4.15307], [2.52266, 1.10070, 3.68842], [2.47097, -0.23274, 2.41322], [-0.24660, -1.73516, -3.01624], [1.58237, 0.49574, -3.34012], [-1.02603, -0.20198, -3.59818], [-0.12976, 0.75953, -3.95654], [-0.75441, -2.88969, -4.35699], [-1.85472, -2.65821, -5.20722], [-2.22181, -3.62681, -6.14969], [-1.44202, -4.78115, -6.32086], [-0.27118, -4.95183, -5.56174], [0.07478, -4.01204, -4.58002], [-1.31087, -2.06955, -1.58423], [-1.03877, -1.24469, -0.48509], [-1.72023, -1.45724, 0.70010], [-2.80034, -2.34521, 0.76556], [-3.09114, -3.14213, -0.34344], [-2.33105, -3.03059, -1.51219], [2.42018, 1.02966, -4.94401], [2.28414, 0.16491, -6.05652], [2.70203, 0.57943, -7.32809], [3.30197, 1.83832, -7.48912], [3.51183, 2.66530, -6.37657], [3.10292, 2.24687, -5.10576], [1.75040, 2.01256, -2.33623], [2.97596, 2.17175, -1.65400], [3.28171, 3.40275, -1.06585], [2.35935, 4.45412, -1.12536], [1.11457, 4.26850, -1.72937], [0.79187, 3.03394, -2.30195], [-2.11187, -0.09005, -3.61773], [-0.32935, 1.64242, -4.58946], [-2.42309, -1.72391, -5.13580], [-3.12579, -3.47951, -6.75252], [-1.73926, -5.53785, -7.05165], [0.36476, -5.82557, -5.72971], [0.98657, -4.15136, -3.98726], [-0.31859, -0.42380, -0.56538], [-1.36950, -0.91647, 1.57657], [-3.39284, -2.39955, 1.68088], [-3.91209, -3.85727, -0.28646], [-2.54758, -3.65017, -2.37538], [1.83346, -0.82265, -5.91976], [2.57249, -0.08260, -8.19020], [3.61504, 2.16536, -8.48532], [4.00898, 3.63215, -6.49999], [3.31223, 2.88631, -4.24148], [3.69136, 1.34667, -1.61301], [4.24586, 3.53878, -0.57271], [2.61225, 5.42814, -0.69691], [0.38413, 5.07566, -1.77156], [-0.18613, 2.88831, -2.75640], [0.23658, -2.38154, 4.14051], [0.64633, -1.61329, 5.72710], [0.90155, -0.27632, 5.62588], [0.99485, 0.46095, 6.80516], [1.34541, 2.15678, 6.80352], [0.84691, -0.16910, 8.07649], [0.83825, 0.79250, 9.50112], [0.70990, -1.57288, 8.14618], [0.85970, -2.38192, 9.63847], [0.55971, -2.31886, 6.94557], [0.36015, -4.01012, 6.95214]],
  "forces_ev_per_angstrom": [[1.95, -1.05, 1.82], [-0.51, 0.11, -1.18], [-0.59, -1.12, 1.33], [0.28, 0.82, -0.37], [-0.40, -0.20, -0.27], [-0.08, 0.44, 1.12], [0.08, 1.78, -1.78], [-0.68, 0.01, 0.96], [-0.24, 0.48, 0.11], [-0.25, 0.00, 0.62], [0.96, 0.06, 0.06], [-0.58, 0.73, 0.52], [0.17, -0.56, -0.45], [0.39, 0.00, 0.37], [-0.25, 0.33, 0.41], [0.42, -0.24, 0.14], [-0.17, 0.30, 0.12], [-0.17, -0.81, -0.25], [0.55, -0.35, -0.05], [0.04, -0.30, -0.42], [-0.37, 0.08, -0.39], [0.21, -0.09, 0.13], [-0.14, 0.53, -0.55], [-0.08, -0.63, -0.10], [-0.37, 0.04, 0.01], [-0.26, -0.78, -0.50], [0.74, 0.71, -1.35], [1.04, 1.27, 0.06], [-0.62, -1.02, 0.20], [0.03, -0.10, -0.25], [0.09, -0.46, 0.12], [0.14, 0.01, 0.02], [0.20, 0.28, 0.36], [-0.29, 0.18, -0.01], [-0.52, 0.01, -0.14], [-0.61, -0.03, -0.20], [-0.13, -0.36, 0.09], [-0.08, -0.15, -0.46], [0.48, 0.00, 0.23], [-0.05, 0.07, 0.06], [0.21, 0.43, 0.60], [0.24, -0.05, -0.03], [0.00, 0.52, 0.18], [0.15, 0.14, 0.35], [-0.12, -0.07, 0.19], [0.06, -0.40, -0.16], [-0.22, -0.05, -0.09], [0.23, 0.15, 0.18], [-0.43, 0.46, -0.07], [-0.17, -0.18, 0.01], [0.05, 0.09, 0.05], [-0.05, -0.34, 0.15], [0.49, 0.26, 0.10], [0.20, -0.02, -0.54], [-0.25, -0.38, 0.62], [0.12, -0.52, 0.04], [0.46, -0.04, 0.19], [0.15, 0.30, 0.24], [-0.23, 0.33, 0.07], [-0.41, 0.07, -0.19], [0.10, -0.42, -0.04], [-0.25, 0.06, -0.30], [0.10, -0.26, -0.24], [0.18, 0.23, -0.07], [0.05, 0.00, 0.08], [0.04, 0.31, -0.11], [0.05, 0.27, 0.36], [-0.11, -0.11, 0.41], [-0.18, -0.38, 0.06], [-0.23, -0.19, -0.35], [-0.16, 0.25, -0.15], [-0.28, 0.03, -0.14], [-0.06, -0.35, -0.16], [0.23, -0.11, 0.08], [0.27, 0.11, 0.01], [0.38, -0.06, 0.45], [-0.32, -0.63, 0.70], [-1.34, 0.50, -0.89], [0.20, -0.14, 0.58], [0.12, -0.16, 0.01], [0.10, 0.10, -0.77], [0.12, -0.46, -0.35], [0.23, 0.00, -0.79], [-0.28, 0.09, -0.16], [0.30, 0.59, -0.28], [-0.07, 0.05, 0.00]],
  "total_charge": 2,
  "s_squared": 0.97,
  "homo_ha": [-0.4080, -0.4005],
  "spin_multiplicity": 2,
  "orbital_gap_ev": [2.11, 2.04],
  "total_energy_ev": -149971.608
}